[1]
The following is a quantum chemistry calculation of 2 unconnected molecules or ions with the total composition C4H12NO2S, from the OMol25 dataset.

Geometry as ORCA input:
```
! RIJCOSX wB97M-V def2-TZVPD def2/J DEFGRID3
* xyz -1 1
C -0.0548 0.9499 0.2201
N 0.6733 -0.1072 -0.5679
C 1.5442 -0.9584 0.2142
O 1.1515 -1.2092 1.5517
C -1.5884 0.9185 0.1688
C -2.3097 -0.2856 0.8069
S -1.9782 -1.8137 -0.1638
H 0.3801 0.9004 1.2214
H 0.3898 1.8481 -0.2286
H -0.0919 -0.7253 -0.8583
H 1.6340 -1.9384 -0.2589
H 2.4989 -0.4512 0.3587
H -1.7600 0.9990 -0.9056
H -1.8518 1.8014 0.7665
H -3.3331 0.0583 0.9929
H -1.9093 -0.5388 1.7932
H 0.2309 -1.4424 1.7293
H 2.3984 0.1613 -1.7358
H 1.5361 0.9974 -2.6888
O 2.4400 0.8361 -2.4158
*
```

Properties
Relative energy (zero: lowest compared OMol25 entry of this formula, charge and spin) = 17.0 kcal/mol
M = 138.21 u
Energy = -763.0381 hartree
F_max = 0.04327 hartree/bohr
Frontier orbital gap = 0.2483 Eh


[2]
The following is a quantum chemistry calculation of a molecular structure, C4H12NO3, from the OMol25 dataset.

Geometry as ORCA input:
```
! RIJCOSX wB97M-V def2-TZVPD def2/J DEFGRID3
* xyz -1 1
C 1.0287 0.5319 0.8019
O 1.1189 -0.8874 0.4850
C -0.3854 1.0459 0.6450
C -1.0430 0.8829 -0.6510
C -0.6749 -0.3749 -1.5153
O -1.4417 -0.5146 -2.6275
N -1.9368 -0.7892 1.7238
H 1.8134 1.0076 0.0756
H 1.4201 0.6000 1.9236
H -0.2872 2.1290 0.9623
H -0.8333 1.7276 -1.3163
H -2.1822 0.8252 -0.4391
H -0.6632 -1.3147 -0.8974
H 0.3862 -0.2568 -1.7815
H -2.0956 -1.4546 1.0547
H -1.0187 -0.0451 1.3434
H -1.8018 -1.3273 2.4844
H 3.4624 -0.7182 -1.5063
H 1.9313 -0.8969 0.0696
O 3.2028 -0.1704 -0.8348
*
```

Properties
Relative energy (zero: lowest compared OMol25 entry of this formula, charge and spin) = 192.7 kcal/mol
M = 122.14 u
Energy = -439.8010 hartree
F_max = 0.11145 hartree/bohr
Frontier orbital gap = 0.1545 Eh


[3]
The following is a quantum chemistry calculation of 2 unconnected molecules or ions with the total composition C4H12NO3, from the OMol25 dataset.

Geometry as ORCA input:
```
! RIJCOSX wB97M-V def2-TZVPD def2/J DEFGRID3
* xyz -1 1
C -0.3571 0.2354 -0.1496
C 0.6833 1.3618 -0.7340
C 0.1555 2.6333 0.0130
O 0.4618 2.3555 1.3341
N 0.1357 -0.4546 1.0481
C -0.7572 -1.7774 1.2686
O -0.8515 -2.2760 0.0744
H -1.1888 0.9359 0.2176
H -0.6101 -0.4008 -1.0397
H 1.6614 0.8774 -0.6156
H 0.5082 1.5927 -1.8636
H 0.6124 3.6430 -0.2943
H -0.7811 3.0128 -0.2225
H 0.5126 1.4085 1.5898
H 1.1492 -0.6249 1.0929
H -0.0935 -2.3720 1.9664
H -1.8199 -1.4609 1.7773
H 0.2793 -2.6536 -2.0938
H -0.0649 -1.3518 -1.6303
O 0.4570 -1.8474 -2.4846
*
```

Properties
Relative energy (zero: lowest compared OMol25 entry of this formula, charge and spin) = 80.9 kcal/mol
M = 122.14 u
Energy = -439.9792 hartree
F_max = 0.10361 hartree/bohr
Frontier orbital gap = 0.2704 Eh


[4]
The following is a quantum chemistry calculation of 2 unconnected molecules or ions with the total composition C4H12NO3, from the OMol25 dataset.

Geometry as ORCA input:
```
! RIJCOSX wB97M-V def2-TZVPD def2/J DEFGRID3
* xyz 1 1
O -1.3829 -0.9731 1.5122
C -1.0750 -1.2677 0.4064
C 0.1882 -0.6360 -0.3189
C 0.6476 0.6178 0.4191
C 0.8125 1.7627 -0.5610
O 1.8463 0.3005 1.0893
N 1.3101 -1.6462 -0.4479
H -1.6069 -1.9169 -0.3118
H -0.2412 -0.4928 -1.3251
H -0.1236 0.8520 1.1598
H 0.8543 2.7327 -0.0802
H 1.6794 1.5714 -1.1945
H -0.0771 1.8227 -1.1829
H 2.0677 0.9085 1.8021
H 1.6519 -1.9380 -1.3584
H 1.1236 -2.4421 0.1624
H 2.0808 -1.1401 0.0869
H -2.2370 2.1731 -1.8224
H -3.2472 1.2113 -1.2602
O -2.3355 1.2626 -1.5457
*
```

Properties
Relative energy (zero: lowest compared OMol25 entry of this formula, charge and spin) = 42.3 kcal/mol
M = 122.14 u
Energy = -439.8072 hartree
F_max = 0.04511 hartree/bohr
Frontier orbital gap = 0.3877 Eh


[5]
The following is a quantum chemistry calculation of 2 unconnected molecules or ions with the total composition C4H12NO3, from the OMol25 dataset.

Geometry as ORCA input:
```
! RIJCOSX wB97M-V def2-TZVPD def2/J DEFGRID3
* xyz 1 1
C -0.8176 0.7602 1.2516
C 0.4432 0.0118 0.8493
C 0.4067 -0.5735 -0.5406
C 1.0525 0.3250 -1.5510
O 1.2149 -0.2495 -2.7224
O 1.3652 1.4726 -1.2843
N -0.4944 2.2329 1.0315
H -1.5416 0.5473 0.4669
H -1.2338 0.5660 2.2102
H 0.7954 -0.7314 1.5742
H 1.3205 0.6534 1.0041
H -0.5682 -1.0018 -0.7609
H 1.0212 -1.4614 -0.6154
H 1.6556 0.2127 -3.4441
H 0.1121 2.3188 0.1989
H -1.3365 2.7968 0.9636
H -0.0164 2.6185 1.8493
H -1.6598 -3.5261 0.4300
H -0.6757 -3.8459 -0.7168
O -1.0432 -3.1264 -0.1941
*
```

Properties
Relative energy (zero: lowest compared OMol25 entry of this formula, charge and spin) = 10.4 kcal/mol
M = 122.14 u
Energy = -439.8580 hartree
F_max = 0.04494 hartree/bohr
Frontier orbital gap = 0.4081 Eh


[6]
The following is a quantum chemistry calculation of 2 unconnected molecules or ions with the total composition C4H12NO3, from the OMol25 dataset.

Geometry as ORCA input:
```
! RIJCOSX wB97M-V def2-TZVPD def2/J DEFGRID3
* xyz 1 1
C -0.9900 -0.9837 0.9799
C 0.1019 0.0243 0.7605
C 1.1155 -0.2817 -0.3008
C 0.7006 0.2099 -1.6908
O 1.6401 0.8697 -2.3379
O -0.3834 -0.0791 -2.1502
N -2.0002 -0.9316 -0.1555
H -0.5331 -1.9683 0.8041
H -1.4523 -1.0582 1.9592
H 0.5603 0.1323 1.7457
H -0.3275 0.9932 0.4530
H 1.2807 -1.3404 -0.5725
H 2.1140 0.1256 -0.1771
H 1.6353 0.8996 -3.3011
H -1.6535 -1.2315 -1.0659
H -2.8287 -1.4675 0.0935
H -2.2930 0.0272 -0.3106
H -0.6013 0.9201 3.4208
H 0.2698 0.7182 4.7344
O 0.1768 1.1622 3.8838
*
```

Properties
Relative energy (zero: lowest compared OMol25 entry of this formula, charge and spin) = 16.3 kcal/mol
M = 122.14 u
Energy = -439.8486 hartree
F_max = 0.05359 hartree/bohr
Frontier orbital gap = 0.4145 Eh


[7]
The following is a quantum chemistry calculation of 3 unconnected molecules or ions with the total composition C4H12NO4, from the OMol25 dataset.

Geometry as ORCA input:
```
! RIJCOSX wB97M-V def2-TZVPD def2/J DEFGRID3
* xyz -1 1
C 0.1208 2.5413 -0.1723
N -0.4917 1.4416 0.2276
C 1.1176 -0.4020 -0.2259
C -0.2431 0.2437 -0.5431
C -1.4158 -0.7160 -0.2389
O -1.9773 -0.4514 1.0284
O 0.9520 2.6550 -1.1012
H -0.1639 3.4449 0.3946
H -1.8613 0.5012 1.1162
H 1.1197 -0.7336 0.8128
H 1.8823 0.3562 -0.3805
H 1.3483 -1.2386 -0.8861
H -0.2342 0.4926 -1.6152
H -1.0983 -1.7565 -0.1662
H -2.2066 -0.6251 -0.9970
H 1.3143 1.6006 2.1130
H 0.0933 0.7410 2.3462
O 0.9153 1.0297 2.7781
H 0.0687 -3.0840 -0.7697
H 0.4810 -2.6177 -2.0841
O 0.2792 -3.4227 -1.6368
*
```

Properties
Relative energy (zero: lowest compared OMol25 entry of this formula, charge and spin) = 40.0 kcal/mol
M = 138.14 u
Energy = -515.3718 hartree
F_max = 0.02359 hartree/bohr
Frontier orbital gap = 0.2887 Eh


[8]
The following is a quantum chemistry calculation of 4 unconnected molecules or ions with the total composition C4H12NO6, from the OMol25 dataset.

Geometry as ORCA input:
```
! RIJCOSX wB97M-V def2-TZVPD def2/J DEFGRID3
* xyz -1 1
C 0.1993 -1.3023 -2.0082
C -0.9320 -0.3209 -2.2246
N -1.8351 -0.1167 -1.2158
C -1.7926 -0.7648 0.0984
C -0.7124 -0.1749 1.0389
O -0.2905 0.9716 0.8129
O -0.2961 -0.9787 1.9250
O -1.1246 0.1864 -3.3202
H 0.4859 -1.4311 -0.9719
H -0.1466 -2.2098 -2.5102
H 1.1377 -1.0077 -2.4793
H -2.1912 0.8161 -1.1616
H -1.3511 -1.7361 -0.1424
H -2.7463 -0.9341 0.5884
H 0.8563 1.9062 -0.5132
H 2.0890 2.0458 -1.2830
O 1.3926 2.6083 -0.9275
H 2.6870 -0.0534 1.2915
H 1.6455 -1.1812 1.2311
O 2.5719 -0.9698 1.0196
H 0.6530 -0.0506 3.0771
H 1.9840 0.6849 3.4446
O 1.1134 0.5359 3.7471
*
```

Properties
Relative energy (zero: lowest compared OMol25 entry of this formula, charge and spin) = 0.0 kcal/mol
M = 170.14 u
Energy = -665.9311 hartree
F_max = 0.04661 hartree/bohr
Frontier orbital gap = 0.3368 Eh


[9]
The following is a quantum chemistry calculation of 2 unconnected molecules or ions with the total composition C4H12NOS, from the OMol25 dataset.

Geometry as ORCA input:
```
! RIJCOSX wB97M-V def2-TZVPD def2/J DEFGRID3
* xyz -1 1
C -2.0548 1.2421 -0.7058
N -1.0000 1.3285 0.2933
C -0.0782 0.1893 0.2294
C 1.1355 0.5040 1.0947
S 2.4720 -0.7120 1.0700
C -0.7138 -1.1362 0.6390
H -2.8198 0.4838 -0.4914
H -1.6438 0.9410 -1.6747
H -2.4998 2.2283 -0.8800
H -1.4557 1.2842 1.1987
H 0.2332 0.1650 -0.8266
H 0.7568 0.6813 2.1196
H 1.4722 1.5007 0.7752
H 0.0836 -1.8577 0.6311
H -1.1190 -1.0155 1.6511
H -1.5516 -1.4485 0.0014
H 2.4241 -1.4572 -1.0910
H 3.6418 -1.3173 -2.0080
O 2.7173 -1.6037 -2.0260
*
```

Properties
Relative energy (zero: lowest compared OMol25 entry of this formula, charge and spin) = 5.5 kcal/mol
M = 122.21 u
Energy = -687.8193 hartree
F_max = 0.01478 hartree/bohr
Frontier orbital gap = 0.2374 Eh


[10]
The following is a quantum chemistry calculation of 2 unconnected molecules or ions with the total composition C4H12NOS, from the OMol25 dataset.

Geometry as ORCA input:
```
! RIJCOSX wB97M-V def2-TZVPD def2/J DEFGRID3
* xyz -1 1
C -0.8320 2.2076 0.6587
N -0.4186 0.7911 1.1148
C -0.9639 -0.2332 0.0999
C 0.1318 -1.4418 0.1437
S 2.0263 -1.0423 0.0121
C -2.2718 -0.8895 0.4561
H -1.4143 2.7265 1.3790
H -1.3833 1.9830 -0.2010
H 0.1682 2.6361 0.2855
H 0.5669 0.8459 1.1768
H -1.0705 0.2863 -0.9517
H -0.1277 -1.9917 -0.7611
H 0.0326 -1.8842 1.1609
H -2.9920 -0.1597 0.5652
H -2.3772 -1.6402 -0.3000
H -2.1927 -1.4143 1.3591
H 0.9581 0.4937 -1.4645
H 0.0059 0.8082 -2.5496
O 0.4938 1.3238 -1.9809
*
```

Properties
Relative energy (zero: lowest compared OMol25 entry of this formula, charge and spin) = 47.0 kcal/mol
M = 122.21 u
Energy = -687.7532 hartree
F_max = 0.08790 hartree/bohr
Frontier orbital gap = 0.2521 Eh


[11]
The following is a quantum chemistry calculation of 2 unconnected molecules or ions with the total composition C4H12NOS, from the OMol25 dataset.

Geometry as ORCA input:
```
! RIJCOSX wB97M-V def2-TZVPD def2/J DEFGRID3
* xyz -1 1
C -1.1809 0.2114 -0.2002
O -0.4409 0.1264 0.9345
C -2.2520 -0.8819 -0.2957
N -3.0278 -0.8091 -1.5634
H -1.7071 1.1797 -0.3222
H -0.5684 0.0988 -1.1426
H -1.7383 -1.8393 -0.1758
H -2.9505 -0.7612 0.5355
H -2.3819 -0.9309 -2.3364
H -3.6589 -1.6024 -1.6123
C 2.0882 1.7426 1.4205
S 2.9807 1.1328 -0.0351
C 2.3609 -0.5665 -0.0602
H 2.4698 1.2473 2.3148
H 1.0196 1.5213 1.2883
H 2.2609 2.8186 1.4736
H 2.6340 -0.9819 -1.0280
H 2.8226 -1.1557 0.7318
H 1.2700 -0.5500 0.0730
*
```

Properties
Relative energy (zero: lowest compared OMol25 entry of this formula, charge and spin) = 37.1 kcal/mol
M = 122.21 u
Energy = -687.7689 hartree
F_max = 0.00774 hartree/bohr
Frontier orbital gap = 0.2342 Eh


[12]
The following is a quantum chemistry calculation of 2 unconnected molecules or ions with the total composition C4H12NOS, from the OMol25 dataset.

Geometry as ORCA input:
```
! RIJCOSX wB97M-V def2-TZVPD def2/J DEFGRID3
* xyz -1 1
C -2.0699 1.9597 -0.5122
N -1.0278 2.1476 0.4899
C -1.0883 1.1032 1.5211
O -1.2572 -0.2221 1.1038
H -2.1882 0.9094 -0.7711
H -1.8331 2.4958 -1.4317
H -3.0240 2.3711 -0.1663
H -0.1207 2.0881 0.0586
H -1.9472 1.3506 2.1498
H -0.1950 1.1871 2.1487
C 1.6927 -2.6186 0.2555
C 1.6743 -1.9544 -1.1317
S 1.1529 -0.2060 -1.0103
H 0.7226 -2.5869 0.7525
H 2.3880 -1.9998 0.8272
H 1.9927 -3.6748 0.2716
H 2.6485 -2.0897 -1.6058
H 0.9265 -2.4054 -1.7886
H -0.4810 -0.4756 0.5284
*
```

Properties
Relative energy (zero: lowest compared OMol25 entry of this formula, charge and spin) = 10.7 kcal/mol
M = 122.21 u
Energy = -687.8110 hartree
F_max = 0.01612 hartree/bohr
Frontier orbital gap = 0.2539 Eh


[13]
The following is a quantum chemistry calculation of 3 unconnected molecules or ions with the total composition C4H12NOS, from the OMol25 dataset.

Geometry as ORCA input:
```
! RIJCOSX wB97M-V def2-TZVPD def2/J DEFGRID3
* xyz -2 2
C 0.3872 -0.2195 -0.6483
C 1.8917 -0.5769 -0.4444
S 2.7061 0.3967 0.8387
C -0.4753 -0.5676 0.5695
N -1.9745 -0.4591 0.4792
C -2.3206 0.9181 0.8546
H 0.2404 0.8207 -0.9455
H -0.0223 -0.8298 -1.4751
H 2.4256 -0.5079 -1.4001
H 1.8990 -1.7780 -0.1273
H -0.2239 -1.6049 0.8775
H -0.1850 0.1331 1.3960
H 1.9615 -2.4708 0.3462
H -2.1384 1.4593 -0.0750
H -1.5537 1.2818 1.5404
H -3.3088 1.3072 1.1844
H -2.3102 0.0392 -2.9692
H -2.3224 -0.5540 -0.5115
O -2.6046 0.2806 -2.0753
*
```

Properties
Relative energy (zero: lowest compared OMol25 entry of this formula, charge and spin) = 64.6 kcal/mol
M = 122.21 u
Energy = -687.5699 hartree
F_max = 0.06974 hartree/bohr
Frontier orbital gap (spin up / spin down) = 0.1997 / 0.2219 Eh